Record 1
Formula: C3H9O2
Source: the Open Molecules 2025 dataset
Level of theory: wB97M-V/def2-TZVPD

The calculation puts the molar mass at 77.103 g/mol. The LUMO energy is 3.86 eV. As for the total energy: -270.1364 Eh. Its energy above the lowest of the compared OMol25 structures with the same formula, charge and spin is 30.95 kcal per mole. Its total charge is -1. The HOMO energy is -2.2900 eV.

Last column: Löwdin charge in e.
Element x y z (Å)
C 1.14531 0.10837 0.76690  -0.340
O 2.31243 0.36732 1.60180  -0.127
C 0.04090 0.99879 1.29548  -0.133
H 1.36778 0.34268 -0.27923  0.091
H 0.82757 -0.95581 0.80525  0.099
H 3.04848 -0.11601 1.28223  0.030
H 0.33436 2.07765 1.23383  0.069
H -0.82835 0.83659 0.65130  0.039
H -0.23768 0.73233 2.34797  0.070
C -1.60517 -0.87862 -1.94586  -0.447
O -0.74868 -0.52586 -0.92205  -0.429
H -2.01653 0.00183 -2.51967  0.023
H -1.11301 -1.52456 -2.73272  0.022
H -2.52741 -1.46470 -1.58522  0.032

Record 2
Formula: C24H64B2F8O8V
Source: the Open Molecules 2025 dataset
Level of theory: wB97M-V/def2-TZVPD

The calculation puts the molar mass at 705.320 g/mol. The LUMO energy (spin up / spin down) is 2.38 / 2.37 eV. As for the total energy: -3347.7470 Eh. As for the spin multiplicity: 5. Its total charge is -1. The HOMO energy (spin up / spin down) is -1.0783 / -6.5884 eV.

Last column: Löwdin charge in e.
Element x y z (Å)
V 0.08349 1.72889 10.81394  0.746
B -1.88234 2.16790 9.03330  -1.381
F -2.06792 3.47462 8.88287  0.201
F -2.87918 1.53923 8.29376  0.129
F -0.56810 1.82889 8.69803  0.104
F -1.99593 1.86908 10.40208  0.069
B -0.02145 1.02166 13.37383  -1.477
F -0.00120 2.15404 14.16303  0.158
F 1.08106 1.09337 12.54598  0.118
F -0.16757 -0.10420 14.08731  0.197
F -1.12091 0.94515 12.60812  0.169
C 0.59784 -1.34074 8.14976  -0.052
C -0.19275 -1.30033 9.41467  -0.456
C -0.21232 -2.69238 10.18610  -0.017
O 0.45104 -0.40740 10.24018  -0.084
H 0.14261 -1.76611 7.25537  0.084
H 1.57970 -1.77314 8.34233  0.083
H 0.72310 -0.31653 7.79847  0.069
H -1.17917 -0.93334 9.13116  0.141
H -0.68223 -2.61773 11.16677  0.052
H 0.75979 -3.07747 10.49399  0.072
H -0.71471 -3.47817 9.62197  0.079
H 1.07010 -0.98235 10.69602  0.105
C 1.55111 -4.82571 13.53100  -0.064
C 0.49282 -3.80844 13.90010  -0.471
C 0.00888 -3.91465 15.39279  -0.032
O 1.00228 -2.49986 13.61568  -0.052
H 2.38695 -4.70212 14.21962  0.080
H 1.85605 -4.72641 12.48925  0.070
H 1.19561 -5.85091 13.63437  0.077
H -0.41140 -4.03549 13.33536  0.113
H 0.68772 -4.54021 15.97242  0.066
H -1.01155 -4.27315 15.52810  0.072
H 0.10284 -2.93252 15.85613  0.053
H 0.43186 -1.82851 13.99714  0.045
C 3.22281 3.11901 8.33674  -0.039
C 2.77780 1.83579 9.05509  -0.479
C 3.93676 0.86125 9.29468  -0.032
O 2.08008 2.17743 10.20545  -0.122
H 3.78677 2.76575 7.47345  0.073
H 3.82029 3.82237 8.91675  0.081
H 2.35526 3.66593 7.96752  0.084
H 2.04430 1.37576 8.39293  0.120
H 4.67099 0.80161 8.49128  0.073
H 3.55121 -0.15369 9.39139  0.066
H 4.52439 1.11132 10.17801  0.083
H 2.72928 2.60074 10.77198  0.116
C -3.99671 3.97306 14.36575  -0.054
C -2.64047 4.26057 14.90704  -0.582
C -2.24267 3.45291 16.13846  -0.035
O -1.77900 4.04294 13.94606  -0.010
H -4.85445 4.44349 14.84647  0.070
H -4.23576 2.91002 14.39579  0.068
H -4.12381 4.12021 13.29323  0.086
H -2.56759 5.33138 15.09719  0.131
H -2.33275 2.37085 16.04296  0.065
H -2.63232 3.88906 17.05826  0.077
H -1.19665 3.55377 16.42788  0.070
H -1.48803 3.13712 14.07419  0.062
C 2.11019 2.22380 16.96389  -0.043
C 3.18056 1.81541 15.94153  -0.442
C 3.23376 0.31570 15.80557  -0.060
O 2.84210 2.22668 14.60173  -0.066
H 2.00045 3.30812 16.98169  0.070
H 2.47420 1.88279 17.93307  0.075
H 1.17967 1.66860 16.84567  0.064
H 4.11383 2.22511 16.32786  0.132
H 4.18689 -0.10441 15.48441  0.075
H 2.57567 0.02949 14.98514  0.074
H 2.93026 -0.31223 16.64324  0.070
H 1.95942 1.91936 14.38256  0.033
C -4.62011 -0.08459 12.12056  -0.044
C -3.92622 -1.28213 11.42963  -0.495
C -3.57020 -2.43592 12.32435  -0.054
O -4.80572 -1.69466 10.41943  -0.039
H -5.64533 -0.22714 12.46218  0.073
H -4.75721 0.72679 11.40574  0.077
H -3.97816 0.32657 12.89963  0.068
H -3.01353 -0.84246 11.02738  0.124
H -2.84238 -3.04733 11.79092  0.055
H -4.35579 -3.14105 12.59590  0.077
H -3.16815 -2.12636 13.28904  0.077
H -4.33812 -1.51206 9.60114  0.089
C -1.13923 -0.31252 17.01326  -0.031
C -1.24863 -0.14974 18.54511  -0.442
C -0.14109 -0.75867 19.33319  -0.081
O -1.30699 1.29463 18.70523  -0.076
H -1.32665 -1.33219 16.67672  0.064
H -0.09735 -0.24426 16.70033  0.064
H -1.82525 0.38395 16.53117  0.071
H -2.14725 -0.51880 19.03945  0.130
H -0.09361 -0.35963 20.34641  0.077
H 0.90328 -0.74931 19.02126  0.070
H -0.18376 -1.84334 19.43204  0.076
H -1.94469 1.63912 19.33473  0.082
C 2.37202 5.97091 14.44699  -0.078
C 0.92166 5.72438 14.76887  -0.513
C 0.55488 6.42699 16.14269  -0.041
O 0.21919 6.41961 13.85406  -0.032
H 2.82448 5.52084 15.33063  0.066
H 2.75920 6.98915 14.41007  0.075
H 2.70658 5.42942 13.56214  0.080
H 0.91717 4.63468 14.79421  0.129
H 1.08027 6.02853 17.01061  0.061
H -0.51219 6.22333 16.23204  0.063
H 0.76589 7.49319 16.22518  0.071
H 0.28278 7.35753 14.04864  0.092